[1]
Entry from the OMol25 dataset: a cluster of 2 separate species, C14H25Cl2N2O in total (ωB97M-V/def2-TZVPD).

Output
Orbital gap ... 8.3 eV
Charge ... +1
E ... -1653.11193 a.u.
Maximum force ... 5.39 eV/A
E_LUMO ... -4.176 eV

```
44
Properties=species:S:1:pos:R:3:mulliken_charge:R:1
H 3.98195 -2.75537 0.55900 0.309
C 2.90266 0.39760 -1.25801 -0.109
Cl -0.78765 3.30305 -1.15835 -0.057
C -1.88024 -2.89179 1.34832 -0.147
H -2.84374 3.96948 -2.11137 0.346
C -2.61888 5.15612 -0.30900 -0.458
O -2.65378 -2.84598 0.12519 -0.361
C 2.41920 -2.42365 -1.02837 -0.566
H -2.79462 -3.80214 -1.72790 0.278
H 0.47728 -1.84490 -0.94234 0.121
H -1.89898 -1.68508 3.31190 0.366
H -1.53883 0.95618 0.31123 0.323
H 4.41215 2.23089 -1.10894 0.351
Cl -3.55798 4.02700 0.69951 -0.173
H -1.15012 -0.70870 -0.34619 0.026
C 2.86720 -2.43953 0.51302 -0.739
N 1.32224 -1.42477 -1.35129 -0.647
H -0.78111 -3.18933 1.21379 0.115
H -0.55285 0.32115 2.61658 0.339
C -1.96953 -3.47083 -0.98541 -0.493
H 0.32153 -1.15604 1.85184 0.062
C -2.06316 4.48562 -1.54964 -0.562
H 2.75560 -1.44799 1.06753 0.193
N 1.60052 -0.16320 -0.87519 0.744
H -2.36937 -3.67057 2.04237 0.324
H -1.61158 5.23382 -2.20442 0.329
H -1.30515 -2.72963 -1.58625 0.214
C -1.92574 -1.49054 2.17535 -0.769
H -2.92216 -0.99457 1.90220 0.308
H 3.27253 -2.31035 -1.78077 0.336
C 0.71382 0.63659 -0.05202 0.568
H 3.63923 -0.16750 -1.94201 0.265
H 2.84928 3.69756 0.50283 0.378
H 2.29140 -3.27174 1.07237 0.261
H 0.36888 2.64996 1.16737 0.477
C 3.39480 1.80452 -0.79372 -0.548
C -0.66168 -0.54445 1.85380 -0.148
C 2.47811 2.68349 0.14029 -0.355
H -1.34688 -4.39606 -0.69454 0.275
H 1.93544 -3.45636 -1.23747 0.336
H -3.29636 5.96269 -0.59570 0.345
C -0.74307 0.11564 0.36109 -0.482
C 1.09462 2.06855 0.49527 -0.681
H -1.82497 5.58118 0.30805 0.308
```

[2]
Entry from the OMol25 dataset: a structure of composition C14H25Cl8Mg3O6 (ωB97M-V/def2-TZVPD).

Output
Orbital gap ... 1.1 eV
Charge ... +3
E ... -5280.18357 a.u.
Maximum force ... 3.19 eV/A
E_LUMO ... -13.421 eV

```
56
Properties=species:S:1:pos:R:3:mulliken_charge:R:1
H -3.31216 3.95521 -6.90269 0.344
Cl -3.81224 2.79432 -4.87280 -0.190
H -0.36067 1.82551 -1.26189 0.289
Mg 4.72585 -0.32247 -3.45128 1.352
Cl -4.33252 0.13371 9.23431 -0.167
C -2.74164 3.67417 -6.01747 -0.474
H -3.80711 -3.87506 1.40701 0.267
H 10.08873 0.60665 -2.12743 0.274
Cl -1.15100 5.71865 -6.67503 -0.175
H -5.50773 -5.40936 0.26536 0.330
Cl -6.39418 4.68877 2.14901 -0.144
C 9.81906 1.59347 -2.50367 -0.877
C -6.24223 2.95224 1.62527 -0.358
Mg 4.01710 -2.47449 1.98307 1.193
C -3.64426 -0.37659 7.65706 -0.433
Cl -2.02282 0.16893 5.61330 -0.229
Mg 5.61082 3.06521 1.12213 1.248
H 9.53022 1.31472 -3.51706 0.296
H -1.89893 1.10694 7.73316 0.332
H -5.98829 2.91058 0.56608 0.309
O 6.48959 -4.13297 -0.26876 -0.471
H -0.63656 1.32772 0.43113 0.278
H -7.43487 1.25618 1.55622 0.298
H -2.77902 -4.02107 -0.10312 0.282
H -1.57908 4.73969 -4.51946 0.281
O 1.94506 -0.20153 -0.40861 -0.687
H -8.49838 2.67786 1.56518 0.344
C 7.24731 -5.74931 -1.88014 -0.729
H -1.95547 2.93631 -6.17743 0.286
H 6.47043 -6.37863 -2.31432 0.278
H -5.47854 2.51492 2.26841 0.276
O 7.55069 1.41290 -1.76252 -0.605
H -1.51947 -0.63923 7.72902 0.258
H -4.25344 -0.15583 6.78056 0.305
C 8.63866 2.03255 -1.69029 0.744
O 2.07897 1.87781 -0.14198 -0.534
H 7.71545 -6.24200 -1.02797 0.306
Cl -7.93660 2.19748 3.71525 -0.109
H -2.98023 5.61257 -5.25831 0.287
H -3.70525 -1.46205 7.73553 0.285
C 1.36477 0.89263 -0.30030 0.670
H -4.10100 -6.19218 0.84716 0.291
C 6.67395 -4.38388 -1.48182 0.642
C -0.12881 1.08018 -0.50108 -0.776
Cl -4.13605 -6.14731 -1.39061 -0.154
O 6.27527 -3.63337 -2.39874 -0.574
C -2.21650 0.12444 7.38398 -0.338
Cl -4.66316 -2.78908 -0.51343 -0.183
C -7.56781 2.26291 1.95239 -0.450
C -2.14248 4.93708 -5.43145 -0.358
H 10.68442 2.25229 -2.57587 0.326
O 8.64786 2.92581 -0.86219 -0.443
H 8.02673 -5.59082 -2.62545 0.302
C -4.42324 -5.41336 0.15601 -0.464
C -3.77325 -4.08817 0.33858 -0.337
H -0.47594 0.10835 -0.85200 0.288
```

[3]
Entry from the OMol25 dataset: a structure of composition C14H25ClFeNP (ωB97M-V/def2-TZVPD).

Output
ΔE to the lowest compared entry with this formula, charge and spin ... 34.7 kcal/mol
Orbital gap (spin up / spin down) ... 6.7 / 6.8 eV
E ... -2668.21701 a.u.
Maximum force ... 2.59 eV/A
Spin multiplicity ... 5
E_LUMO (spin up / spin down) ... 0.186 / -0.397 eV

```
43
Properties=species:S:1:pos:R:3:mulliken_charge:R:1
C -2.75013 0.14066 -3.81427 -0.758
H 1.35751 1.06949 -2.56053 0.256
Fe -1.00223 0.95586 0.28158 -0.673
H 1.28738 4.48794 -0.80501 0.358
N 1.20154 -2.88605 -2.04162 0.290
C 2.26641 -2.91373 -1.07682 -0.892
H 2.13566 -1.33468 -3.10609 0.228
H 2.64646 1.29058 -1.34985 0.398
C 1.39268 -2.13856 -3.24788 -0.856
C -1.40934 1.34012 -2.22905 1.729
H -2.63082 -0.73593 1.11049 0.414
H 3.02390 -3.69173 -1.30096 0.280
H -2.19598 -3.08576 -1.69163 0.452
H 0.08517 1.12518 1.49045 0.194
H 0.45464 -1.67342 -3.57780 0.254
C -2.26387 1.35765 -3.33656 -0.767
C -2.33905 -1.05703 -3.20927 -0.447
C 1.20496 3.79799 0.04508 -1.270
C -1.50705 -1.10868 -2.06606 -0.739
H 1.73697 -2.82827 -4.04562 0.288
H -1.53504 3.31710 -1.25944 0.397
H 0.08597 -4.06728 -0.85337 0.492
H 2.08498 2.69534 -2.35352 0.382
H 0.45215 0.59984 0.99346 -0.154
C -1.30419 -2.47102 -1.41616 -0.248
H -1.85642 0.30416 2.43230 0.491
H -2.52490 2.32656 -3.79364 0.396
H -3.41889 0.13395 -4.68517 0.348
H 2.19164 3.61272 0.49039 0.381
H -0.29290 3.21619 -2.55790 0.484
C 1.79078 1.77086 -1.83665 -1.091
Cl -0.67994 -1.67894 2.01212 -0.202
H 1.87849 -3.12967 -0.06652 0.306
C -0.08596 -3.42270 -1.73342 -1.166
C -0.80950 2.65310 -1.76208 -1.425
H -1.33835 -2.34881 -0.32385 -0.199
P 0.57143 2.23728 -0.57562 0.502
C -1.70808 -0.33903 1.55063 -0.827
C -1.11358 0.13711 -1.54548 1.056
H -0.34291 -4.09427 -2.58084 0.324
H -2.71470 -2.00479 -3.60203 0.442
H 0.52943 4.20392 0.80677 0.339
H 2.80227 -1.94754 -1.05459 0.234
```

[4]
Entry from the OMol25 dataset: a structure of composition C14H25ClIN2OOsP2 (ωB97M-V/def2-TZVPD).

Output
ΔE to the lowest compared entry with this formula, charge and spin ... 0.0 kcal/mol
Orbital gap (spin up / spin down) ... 6.4 / 4.9 eV
Charge ... +3
E ... -2263.30838 a.u.
Maximum force ... 5.60 eV/A
Spin multiplicity ... 5
E_LUMO (spin up / spin down) ... -12.054 / -13.944 eV

```
47
Properties=species:S:1:pos:R:3:mulliken_charge:R:1
H 3.29318 3.86237 -1.49703 0.388
H -1.98475 -1.84180 -1.01855 0.625
Cl -2.40139 1.65931 -0.55263 -0.245
H -1.01102 0.22188 -3.60947 0.416
C -3.32176 -2.47997 0.56684 -0.074
H 4.52914 2.64719 -1.97332 0.400
H -1.66205 0.33080 2.51578 0.377
O 3.01490 0.82905 -0.80692 -0.264
H -2.04852 -0.85205 -2.65113 0.427
C -0.35521 2.44069 2.49708 -1.350
H 1.66633 0.21775 -3.62415 0.388
H 2.29316 3.16585 1.44335 0.405
H -3.44523 -0.94307 3.56562 0.492
H 3.12420 2.99329 -3.04102 0.390
I 0.22116 2.79519 -1.50759 0.145
H 0.23888 -2.67059 -0.26822 0.389
P 0.30234 -0.81156 -1.86737 0.867
H -0.11319 2.46581 3.57408 0.452
N -4.45337 -4.32615 -0.89287 -0.313
H 3.14286 1.58824 1.36876 0.371
C -3.93345 -3.50128 -0.24785 -0.426
N -1.61028 -0.79234 0.75849 -0.104
C 0.51242 -2.56026 -1.32568 -1.245
C -2.10871 -0.50891 1.98158 0.053
C 1.03872 -0.13188 2.82120 -1.249
C 1.73584 -0.68323 -3.00637 -1.300
Os -0.21304 0.64534 -0.25870 1.192
H 1.76030 -1.57512 -3.64410 0.524
H 0.63168 -1.06811 2.42134 0.361
C 2.34791 2.15517 1.86893 -1.278
C -3.15676 -1.21839 2.56077 -1.233
C -3.78772 -2.20563 1.85120 -0.233
H -0.91274 -1.55901 -3.85255 0.458
H -0.18820 3.43505 2.05171 0.430
C 3.46480 2.90191 -1.99850 -1.151
P 0.76693 1.25468 1.64385 0.916
H -4.64192 -2.75505 2.24108 0.578
H 2.63431 -0.63908 -2.38421 0.386
H 2.55775 2.21987 2.94885 0.512
H 2.11975 -0.26254 2.97167 0.467
H -1.41592 2.18740 2.35433 0.456
H 0.55762 0.08937 3.78488 0.414
H -0.11224 -3.24345 -1.92283 0.429
C -2.27805 -1.72000 0.02724 -0.078
H 1.56903 -2.85015 -1.43409 0.467
C 2.68974 1.85117 -1.32100 0.655
C -1.05743 -0.75777 -3.11248 -1.284
```

[5]
Entry from the OMol25 dataset: a structure of composition C14H25ClMnN3O3P (ωB97M-V/def2-TZVPD).

Output
ΔE to the lowest compared entry with this formula, charge and spin ... 2.5 kcal/mol
Orbital gap (spin up / spin down) ... 8.5 / 5.1 eV
Charge ... +2
E ... -2890.36505 a.u.
Maximum force ... 7.71 eV/A
Spin multiplicity ... 4
E_LUMO (spin up / spin down) ... -7.201 / -10.493 eV

```
48
Properties=species:S:1:pos:R:3:mulliken_charge:R:1
H -0.79681 1.13520 4.02456 0.283
H -1.93618 -2.12512 3.12041 0.269
H 0.49633 -2.44818 0.15423 -0.110
H 0.93137 0.96436 4.53158 0.334
H 1.70606 1.37894 -5.49929 0.360
P -0.08354 -0.19169 1.55587 -0.397
H 2.08998 -2.55796 3.18587 0.404
C 0.37346 0.01736 -4.57821 1.142
H 0.18863 -3.56225 1.50845 0.362
H 0.00214 1.61627 -5.88869 0.346
H 1.86309 -3.02274 1.14524 0.436
H 0.34274 2.52054 3.85379 0.456
H -2.32506 -2.03476 1.36859 0.299
N 0.64674 -1.59513 2.07444 0.338
C 1.30256 -0.58803 -3.63614 -1.304
O -2.02399 2.11578 -0.94408 -0.343
C -1.27757 1.66892 -1.76045 0.575
H -1.66701 -1.58964 -2.39300 0.589
C -0.96695 -0.29190 -4.11188 -0.764
C 1.65180 1.84914 1.81929 -0.887
Mn 0.07420 0.78636 -2.70273 0.032
C 0.23918 1.42330 3.79656 -0.932
C 0.54662 -1.30657 -2.65313 0.005
H -1.94730 1.78775 1.55085 0.413
H -3.39842 -1.24222 2.57181 0.480
H 0.95744 -1.99387 -1.90598 0.458
C 1.41940 -1.69356 3.29753 -0.824
C 0.76788 0.85840 -5.72476 -1.364
C -0.85807 -1.08367 -2.89966 -0.186
C -2.48871 0.93056 1.97692 -1.153
H 2.49297 1.22704 1.48190 0.297
H 1.26484 2.41846 0.96438 0.171
C 0.80544 -2.71439 1.17059 -0.609
Cl -0.84208 2.73713 -3.56156 -0.164
H 2.03817 -0.79668 3.47313 0.320
N -1.62232 -0.22115 2.24958 0.196
H 0.77297 -1.85043 4.17715 0.318
O 2.39324 2.20470 -1.54742 -0.267
H -1.89599 -0.01049 -4.59081 0.472
H 1.99334 2.55047 2.58389 0.466
C -2.35502 -1.48718 2.32846 -0.944
H 0.90639 0.27899 -6.64266 0.347
O 0.06626 -0.11213 0.07012 -0.053
N 0.57924 1.06201 2.41759 0.293
C 1.43802 1.60096 -1.85538 0.490
H 2.39669 -0.52825 -3.71926 0.544
H -2.98766 1.27313 2.89859 0.354
H -3.27449 0.64219 1.26371 0.452
```